No. 1
The following is a DFT calculation (ωB97M-V/def2-TZVPD) of a structure of composition C7H14N2 in a non-equilibrium geometry.

Calculated values
net charge	0
HOMO-LUMO gap	9.28	eV
E_HOMO	-8.4	eV

Cartesian coordinates (Å):
H: 3.7316 0.5409 0.8402
H: -3.8459 -0.7265 0.0196
C: 3.5301 -0.4083 -0.1910
H: -0.2461 3.0703 -0.4959
C: -0.0065 2.1205 0.1870
N: 0.0042 -0.6013 -0.1551
H: -2.9715 0.0688 -1.7907
C: -1.0116 -0.9268 0.8807
H: 4.3970 -0.1453 -1.0228
H: -2.3615 0.6654 0.8582
H: -1.4889 -2.0911 0.7158
H: 1.2261 2.0436 0.5689
H: -0.3483 2.1333 1.2924
C: 1.2706 -0.8432 -0.0478
H: -0.9463 1.1283 -1.6217
H: 1.7340 -1.6759 0.4852
H: -0.7551 -0.6423 1.9709
N: 2.1847 -0.1724 -0.5393
C: -0.5920 0.7497 -0.5445
H: -2.6127 -2.0119 -0.9928
C: -1.7856 0.0938 0.1798
H: 3.7098 -1.5950 0.1357
C: -2.8160 -0.7747 -0.7327

Forces on the atoms, in the same order (eV/Å):
H -0.0321 -3.2585 -2.9256
H 2.6255 -0.3884 -2.7022
C 2.6745 0.5748 1.7107
H 0.6379 -2.1400 1.9805
C 2.2289 -1.0482 1.3660
N -1.8635 0.8925 -0.4156
H -0.0540 -3.2699 2.9979
C 1.0302 -2.8477 0.2711
H -2.6127 -0.5821 2.0313
H -0.8153 1.1189 0.2384
H 1.6204 3.2447 1.1195
H -3.3537 0.2324 -2.2143
H -0.4786 0.4944 -1.9664
C 3.8579 -1.9541 0.9446
H 1.5649 -1.7292 1.8146
H -1.4587 -0.9022 0.8352
H 0.0144 -0.8494 -1.6675
N 1.5188 2.8751 -2.3175
C -1.0089 1.2214 0.5994
H -0.1795 4.0985 0.5549
C -3.5379 -0.8116 -1.3535
H -0.1711 2.9726 -0.2765
C -2.2075 2.0559 -0.6250

No. 2
The following is a DFT calculation (ωB97M-V/def2-TZVPD) of a cluster of 2 separate species, C7H14N2 in total in a non-equilibrium geometry.

Calculated values
net charge	0
HOMO-LUMO gap	9.43	eV
E_HOMO	-8.5	eV
SMILES string	Cc1c[nH]cn1.CCC

Cartesian coordinates (Å):
H: 0.1197 -0.6280 2.3276
C: -0.8877 2.5440 1.6750
C: 1.0693 -1.8861 -2.6058
C: 0.7846 -2.8223 -1.3926
N: -2.1054 0.6906 1.3970
H: 1.7442 -3.1832 -1.0063
H: -3.8639 1.8091 0.8009
H: 0.1073 -1.7293 -3.0892
H: 1.1087 0.8366 2.1287
C: 1.7235 -0.6110 -2.0748
H: 2.4476 -0.8005 -1.2802
N: -2.1313 2.8936 1.2064
H: 0.6204 -2.1553 -0.5416
H: 0.1563 0.5766 3.6226
H: -2.4794 3.7853 0.9045
H: 2.3464 -0.1619 -2.8388
C: -2.8273 1.7250 1.0889
C: -0.9262 1.1983 1.8868
H: 1.0380 0.1817 -1.7858
H: 0.1595 -3.6458 -1.7107
C: 0.1844 0.4372 2.5429
H: 1.7926 -2.3377 -3.2687
H: -0.1813 3.2828 2.0133

Forces on the atoms, in the same order (eV/Å):
H 0.0141 0.0128 -0.0231
C -0.1996 0.5961 0.6820
C 0.0773 -0.2420 1.6880
C 2.0358 1.0628 -0.5013
N -0.3662 -0.5502 1.1001
H 0.1413 -0.6557 -0.5737
H 0.0163 -0.6045 -0.2643
H 0.2192 0.3439 -0.3771
H 0.2531 -0.2073 0.2901
C 0.3416 0.4959 -0.7260
H -0.3148 -0.2167 0.2831
N -0.1790 -0.6616 -0.0106
H -1.6680 -0.4160 -0.0299
H 0.1035 -0.0237 0.0235
H 0.1891 0.1006 0.1446
H 0.0705 0.2077 -0.4443
C -0.0964 1.1258 -0.5866
C 0.5082 0.3017 -0.6201
H -0.2322 -0.1844 0.3500
H -0.5140 0.0025 0.8304
C -0.3550 -0.1043 -0.5311
H -0.1676 -0.3866 -0.4790
H 0.1228 0.0030 -0.2249

No. 3
The following is a DFT calculation (ωB97M-V/def2-TZVPD) of a cluster of 2 separate species, C7H14N2 in total in a non-equilibrium geometry.

Calculated values
net charge	0
HOMO-LUMO gap (spin up / spin down)	7.03 / 7.65	eV
E_HOMO (spin up / spin down)	-7.3 / -7.6	eV

Cartesian coordinates (Å):
C: 1.7567 0.2474 -1.1679
N: 0.5072 0.6251 2.1036
N: 0.6918 -1.6724 1.5783
H: 1.3401 0.5770 2.6685
H: -0.0166 2.0229 -0.3647
C: 0.3026 1.4181 -1.2116
H: 0.1150 -1.3192 -1.4467
H: 2.1012 -1.7542 -2.1165
H: -1.7827 1.3666 1.2819
C: -0.8262 -0.3506 0.3101
C: -0.9380 -1.3791 -0.6801
C: 1.6605 -0.8356 -1.7920
H: 0.9299 2.0581 -1.8341
H: 0.3698 1.5221 1.6663
H: -1.8830 -1.3764 -1.2183
C: 0.2117 -0.5074 1.3526
H: -2.8170 -0.0114 0.9673
H: -0.5113 1.0837 -1.8476
H: 2.4063 0.7247 -0.4559
H: -0.7114 -2.3725 -0.2988
C: -1.9812 0.5674 0.5623
H: -2.3391 1.0278 -0.3573
H: 1.4135 -1.6621 2.3006

Forces on the atoms, in the same order (eV/Å):
C -2.3716 2.2392 1.4010
N 0.0435 0.0683 -0.0584
N 0.2532 0.0233 -0.1531
H -0.0325 -0.0388 -0.0151
H 0.1088 -0.3342 0.1455
C 2.2291 -0.7457 -0.8176
H -0.7169 0.5861 0.1346
H 0.4102 0.0652 0.0711
H 0.0923 -0.1352 -0.1102
C -0.1702 -0.8236 0.0048
C 0.7676 0.0936 0.2187
C -1.1306 -1.4092 -0.4399
H -0.2069 0.3072 -0.0548
H 0.0287 -0.0730 -0.0199
H 0.1984 0.1570 -0.3054
C -0.2146 -0.1534 0.1915
H 0.0223 -0.0235 0.0136
H 0.0014 -0.2735 0.2177
H 0.6347 0.1419 -0.3056
H 0.1682 -0.0398 0.0691
C 0.0393 0.2759 -0.0186
H -0.0217 0.0219 -0.1536
H -0.1328 0.0705 -0.0155

No. 4
The following is a DFT calculation (ωB97M-V/def2-TZVPD) of a cluster of 2 separate species, C7H14N2 in total in a non-equilibrium geometry.

Calculated values
net charge	0
HOMO-LUMO gap	10.65	eV
E_HOMO	-9.7	eV
SMILES string	[H]/N=C(\C=C)C(C)C.C=N

Cartesian coordinates (Å):
C: -0.9134 0.3067 0.1078
H: 1.8228 0.1447 0.6612
C: 0.7366 -2.4243 1.2054
C: 0.2195 1.2058 -0.3216
C: -0.8670 -1.3450 -1.7364
H: 0.2106 -1.3070 -1.8026
H: 1.9810 -3.0514 -0.1206
H: 0.3984 -1.5857 1.8012
H: 2.1475 1.8607 0.3846
N: -1.3029 0.3550 1.3094
N: 1.6909 -2.2370 0.4228
C: -1.5345 -0.5809 -0.8939
H: -2.6109 -0.6700 -0.8145
C: -0.3255 2.6352 -0.4108
H: -2.0897 -0.2554 1.5306
H: -1.1511 2.6905 -1.1188
H: 1.0271 1.3672 1.6637
C: 1.3838 1.1387 0.6644
H: 0.5625 0.8977 -1.3139
H: 0.2003 -3.3707 1.3557
H: 0.4575 3.3144 -0.7408
H: -1.3621 -2.0390 -2.3988
H: -0.6814 2.9499 0.5660

Forces on the atoms, in the same order (eV/Å):
C 0.1038 -0.0734 -0.2188
H 0.1033 -0.0519 0.0524
C -0.6053 -0.4481 0.5765
C 0.2691 0.2148 0.1387
C 0.2609 -0.0387 -0.4129
H 0.1143 0.0458 0.0201
H -0.2668 -0.1049 0.2118
H -0.1155 0.1530 0.1428
H 0.1053 0.0802 -0.0079
N -0.0846 0.2127 0.6626
N 0.9356 0.1969 -0.7654
C -0.4764 -0.1332 0.2375
H -0.1518 -0.0564 -0.0504
C 0.0427 -0.1889 -0.2011
H 0.0004 -0.0325 -0.3325
H -0.0974 0.0932 -0.0463
H -0.0101 0.0674 0.1365
C -0.0974 -0.0527 -0.1872
H -0.0444 0.0088 0.0783
H 0.1401 0.0374 -0.1219
H 0.0482 0.0819 -0.0291
H -0.1270 -0.0590 0.0001
H -0.0469 0.0474 0.1163

No. 5
The following is a DFT calculation (ωB97M-V/def2-TZVPD) of a structure of composition C7H14N2 in a non-equilibrium geometry.

Calculated values
net charge	0
HOMO-LUMO gap	7.86	eV
E_HOMO	-6.9	eV

Cartesian coordinates (Å):
H: -1.5166 -1.8867 -0.4498
H: 3.3618 -0.1416 -1.2634
H: -3.9523 0.5721 -0.3367
C: 2.6514 0.2801 -0.3402
H: 2.0145 0.6519 1.7029
H: 2.7392 1.2876 -0.7047
H: 1.3808 -1.4032 -1.9200
C: -0.1638 1.0497 -0.5251
H: 2.6309 -0.9620 1.1768
H: -0.6749 -1.6069 1.3572
H: -4.0582 -0.8435 0.8798
C: -0.9225 -1.0111 0.3826
C: 2.8622 0.1094 1.0411
H: 0.7217 1.5828 -1.1659
N: 0.2981 -0.2524 -0.2244
C: -1.4244 1.4050 0.0180
H: -2.1275 2.4057 0.0953
H: 1.8576 -1.7766 -0.1819
H: 4.1052 0.2859 1.4363
C: -3.1985 -0.4468 -0.0681
H: -3.0988 -1.2129 -1.0158
N: -1.8635 0.1931 0.5526
C: 1.4580 -0.8093 -0.8263

Forces on the atoms, in the same order (eV/Å):
H 2.1864 2.3202 2.2435
H -0.1314 0.4949 3.1334
H 2.3805 -2.9024 0.1273
C 0.8364 -2.6215 -8.2178
H 2.3694 -0.8011 -1.4283
H -1.3094 0.6840 -0.0834
H 0.1510 2.4705 2.1504
C 1.0538 2.1078 -1.0907
H 0.6260 0.4307 0.9273
H -0.3341 1.3314 -1.7362
H 3.2499 0.4637 -2.8553
C 0.4115 0.4780 -1.7251
C 2.1066 -0.5292 5.1526
H -2.8963 -0.5753 1.9423
N -3.9647 -0.9697 1.0182
C 2.3859 0.2514 -2.1632
H 2.3854 -2.9785 -0.4138
H -1.3560 2.3048 -1.4242
H -4.0477 -0.1985 -1.0190
C -3.9797 3.3454 1.7135
H -0.0937 2.0839 2.5279
N -3.7452 -5.5098 0.0509
C 1.7153 -1.6809 1.1698

No. 6
The following is a DFT calculation (ωB97M-V/def2-TZVPD) of an isolated molecule of C7H14N2O in a non-equilibrium geometry.

Calculated values
net charge	0
HOMO-LUMO gap	10.06	eV
E_HOMO	-9.2	eV
SMILES string	CCN(CC)[C@](C)(O)C#N

Cartesian coordinates (Å):
H: 0.7870 -0.1490 2.0689
H: -0.8373 -0.1033 -2.5419
H: -2.0849 2.3014 1.2805
H: -1.2752 -1.4806 2.0168
O: 1.0772 -1.4386 -1.4771
C: 0.1528 0.4092 -2.4352
C: -1.7108 1.3110 1.0824
C: 0.8872 -0.0703 -1.2052
H: 1.5866 -1.2955 1.0098
H: 0.0363 -2.7163 2.2158
H: 0.0271 1.5005 -2.4119
C: 0.6072 -0.8077 1.2096
N: 3.1936 1.2430 -0.9451
H: 0.2704 -1.9097 -1.1930
H: -1.7455 0.7530 1.9891
C: 2.1678 0.6918 -1.0657
H: -2.4240 0.8630 0.4028
H: -0.7698 -2.4588 0.6682
N: 0.1113 -0.0104 0.0658
H: 0.7159 0.1379 -3.3420
C: -0.3340 1.3553 0.4319
H: 0.4110 1.8030 1.0556
H: -0.4439 1.9904 -0.4233
C: -0.4058 -1.9190 1.5431

Forces on the atoms, in the same order (eV/Å):
H -0.2139 -0.1076 -0.0867
H 0.7631 0.5078 0.4377
H 0.0158 0.5246 0.2170
H -0.2306 -0.0908 0.2002
O 1.0241 -0.8261 0.4439
C -1.0532 0.9623 -0.5396
C 0.0961 0.2212 -0.5478
C -1.3012 -0.9118 0.8323
H -0.5160 0.5130 -0.2531
H -0.4435 1.0418 -0.5155
H -0.1796 -0.2760 -0.2672
C 0.3757 -0.6474 -0.5250
N -2.4989 -1.0650 -0.2147
H 0.4299 0.5540 -0.1121
H 0.1305 -0.4248 0.7883
C 2.6332 0.2283 0.1308
H -0.0893 -0.2517 -0.2648
H 0.1761 0.1931 -0.1958
N 0.0345 0.9807 -1.0800
H 0.0767 0.1709 0.5401
C -0.6131 -1.2223 0.2127
H 0.4691 0.5120 0.6718
H 0.2221 0.0896 -0.7428
C 0.6923 -0.6756 0.8701

No. 7
The following is a DFT calculation (ωB97M-V/def2-TZVPD) of the ion C7H14N3 with charge +1 in a non-equilibrium geometry.

Calculated values
net charge	+1
HOMO-LUMO gap	7.89	eV
E_HOMO	-11.4	eV

Cartesian coordinates (Å):
N: 2.8379 -0.7933 1.1296
H: -1.9503 1.9204 1.3506
C: 1.8988 -0.0140 0.7765
H: 3.4097 -1.1084 0.3484
H: -1.1258 -2.2102 -1.2852
H: -2.4092 -0.8530 2.0878
H: 0.2656 1.2238 -1.8465
C: 1.6894 0.6250 -0.6080
H: 1.1994 0.4790 1.4068
H: 0.4266 -2.2946 -0.5914
H: -2.0530 -2.0321 0.9764
C: -0.3003 -1.6566 -1.1486
H: -3.1569 -0.9848 0.3388
N: -1.4065 -0.0076 0.4311
H: 2.1695 -0.0381 -1.3143
H: 0.2838 -1.5671 -2.0023
C: -2.3204 -0.9682 0.9887
C: -0.6711 -0.2965 -0.6541
H: -0.5232 2.7738 -0.4627
C: -1.2430 1.2119 0.9359
H: 2.2197 1.7060 -0.6181
C: -0.1457 1.8819 0.0706
N: 0.2198 0.7925 -0.9512
H: 0.6851 2.2103 0.6411

Forces on the atoms, in the same order (eV/Å):
N -1.4180 0.6216 -0.0368
H -0.4139 -0.9876 0.4604
C 0.9629 0.4905 -1.2838
H 0.1041 0.0810 -0.1399
H -2.8396 -2.0741 -0.9352
H -0.6676 0.8019 -0.9230
H -0.8116 -0.1747 -1.3773
C 2.3172 0.0949 0.0037
H -0.2955 -0.4788 1.7878
H -0.5725 0.6227 0.7420
H 1.1485 0.3632 -0.6087
C 2.5322 1.1876 2.2787
H -1.5108 0.4732 0.1406
N 1.0818 0.9309 0.0073
H 0.0598 0.1179 -0.6249
H 0.3798 0.3785 -2.2909
C -0.0953 -1.5433 1.3295
C 0.1403 -1.7287 -0.3979
H 0.0057 -0.4675 0.1000
C 1.4569 1.0900 -1.1511
H -1.3243 -2.4889 -0.2276
C -3.1067 0.3380 -0.2885
N 2.0384 2.2186 3.0786
H 0.8282 0.1330 0.3570

No. 8
The following is a DFT calculation (ωB97M-V/def2-TZVPD) of the ion C7H14N3O with charge +1 in a non-equilibrium geometry.

Calculated values
net charge	+1
HOMO-LUMO gap	9.06	eV
E_HOMO	-12.1	eV
SMILES string	CC[N+]1=C(N)OCN(C)C=C1

Cartesian coordinates (Å):
H: -2.5300 0.9265 0.8969
H: 2.6709 0.7895 0.7763
H: 4.0950 -1.0175 -0.2328
H: 3.0878 -1.9600 -1.1448
C: 0.5461 0.8478 0.4159
O: -0.1010 -1.7655 -0.4114
C: -2.1760 2.2420 -0.8610
H: -1.5960 3.1562 -0.9964
H: 0.6549 -2.1291 1.5967
N: -2.2864 -1.1786 -0.6029
H: -1.8106 1.5307 -1.5818
H: 0.5781 1.8120 0.6735
H: 3.7857 -2.4338 0.4160
N: 2.1027 -1.0608 0.5118
C: 1.7758 0.2886 0.5670
H: -2.7722 -0.4398 -1.1268
H: -1.1999 2.0101 1.1871
N: -0.7294 0.3529 0.1936
H: 1.2551 -2.9764 0.1066
H: -2.4848 -2.1308 -0.6247
C: -1.7296 1.4568 0.4279
C: 1.0526 -1.9860 0.4818
C: 3.2684 -1.6157 -0.1968
C: -1.0476 -0.8162 -0.2809
H: -3.2208 2.4136 -0.8019

Forces on the atoms, in the same order (eV/Å):
H -0.9215 0.0586 0.2922
H 0.6043 1.7237 0.1706
H 1.6989 2.6143 -0.2529
H -0.8821 -0.8107 -2.3428
C 3.3098 -2.9907 0.1047
O -1.3804 1.3358 -0.2368
C 2.2582 -1.1549 1.7696
H -0.2478 -0.0437 0.0900
H 0.2899 0.4515 -2.3847
N 0.3331 3.1485 -0.3082
H -0.6484 0.1454 -1.2756
H -0.2629 3.5849 0.5623
H -1.4243 0.5341 -0.6622
N -0.3153 -0.9505 -1.4960
C -1.1915 -2.3624 -0.7930
H -0.4389 -1.1571 0.4533
H -0.5568 0.6006 0.1387
N -0.6830 1.2652 -0.5926
H 1.0677 -0.0489 0.2116
H -0.5765 -1.5996 -0.5866
C 0.0453 -0.4449 -0.0974
C -2.0899 -0.8546 3.3823
C 0.6158 -1.4127 3.6356
C 2.2445 -1.7680 0.6491
H -0.8482 0.1362 -0.4309

No. 9
The following is a DFT calculation (ωB97M-V/def2-TZVPD) of a structure of composition C7H14N3OZr in a non-equilibrium geometry.

Calculated values
net charge	+1
HOMO-LUMO gap (spin up / spin down)	5.35 / 5.37	eV
E_HOMO (spin up / spin down)	-10.1 / -10.1	eV

Cartesian coordinates (Å):
C: -1.3972 1.5995 1.1200
C: 0.3881 0.0221 1.3628
H: -2.5206 3.8282 0.3088
H: 4.5304 -1.5965 -1.0128
N: -2.9129 3.5150 1.1826
Zr: 1.6502 -1.8108 -0.2276
H: 3.3209 -0.7389 -1.9737
C: -0.6786 0.7027 1.9030
H: 0.1355 -2.3232 0.7261
H: -1.6299 2.3899 -0.9051
H: 3.6193 -2.4660 -2.2355
N: 0.2866 -2.5702 -1.8455
H: 1.0711 -0.5750 1.9665
H: -3.6853 4.0332 1.5899
H: 0.2889 1.0374 -1.8135
H: -0.4672 -3.1046 -1.3953
C: 3.5305 -1.6956 -1.4534
O: -3.0109 2.0252 2.8741
C: -1.0836 1.7078 -0.2463
H: -0.1619 -1.8062 -2.3627
H: -0.9915 0.5721 2.9406
H: 0.7121 -3.1947 -2.5424
N: 0.6694 0.0892 0.0096
C: -0.0427 0.9597 -0.7766
C: -2.4991 2.3731 1.8105
H: 0.8785 -2.9733 0.9959

Forces on the atoms, in the same order (eV/Å):
C 0.2033 -0.4541 -0.5328
C -0.4854 0.4955 -2.0960
H -0.1266 0.0613 0.2502
H -0.2137 -0.0642 0.1210
N 0.2740 -0.4876 -0.0762
Zr 1.3574 -0.1084 0.1666
H 0.1781 -0.1497 -0.0788
C -0.0069 0.1413 0.7075
H -1.0130 -0.6256 -0.4958
H 0.2584 -0.3271 0.2441
H 0.0958 0.2634 -0.0061
N -0.7772 -0.8162 -0.5263
H -0.0687 -0.3622 0.1670
H 0.3309 -0.2182 -0.0985
H -0.2728 -0.1126 0.2449
H 0.2441 0.1846 -0.3306
C 0.1381 -0.2860 -0.6090
O 1.2419 -0.1580 -1.4337
C -0.0488 0.4102 0.1316
H 0.1595 -0.3094 0.1097
H 0.2823 0.0914 -0.2320
H -0.1161 0.3756 0.1556
N -1.2237 2.4837 1.3468
C 0.7316 -0.9921 1.1130
C -1.6488 0.9101 0.9515
H 0.5064 0.0544 0.8063

No. 10
The following is a DFT calculation (ωB97M-V/def2-TZVPD) of a cluster of 2 separate species, C7H14N4O in total in a non-equilibrium geometry.

Calculated values
net charge	0
HOMO-LUMO gap	9.06	eV
E_HOMO	-8.6	eV
SMILES string	[H]/N=C(/C)NC=C.[H]/N=C(/N)CC=O

Cartesian coordinates (Å):
O: -0.3012 -1.1095 -2.0088
C: -0.9884 -2.4081 0.5686
C: 2.2243 0.9849 1.5957
H: -0.3454 -2.2577 2.3495
C: -0.4002 1.8903 -1.6360
C: 1.3868 1.2858 0.6052
N: -1.6327 3.2422 -0.0823
H: 1.6387 -1.1738 -1.4531
H: -1.6821 3.5694 0.8844
H: 2.0996 1.3782 2.6007
H: 0.6543 -3.3924 -0.4012
N: -2.0123 -2.6208 -0.3153
H: 0.1186 2.5095 1.6445
H: -1.9189 -2.1778 -1.2178
N: 0.2764 2.1161 0.7235
C: 0.5785 -1.4747 -1.2603
H: 0.5727 2.2030 -2.0392
H: 1.5347 0.8853 -0.3960
H: -0.4322 0.8296 -1.6066
N: -1.2208 -2.3424 1.8292
H: 3.0673 0.3302 1.4217
H: 1.1500 -2.1057 0.7032
H: -1.1910 2.2541 -2.2878
C: -0.6314 2.4693 -0.2640
C: 0.3931 -2.3751 -0.0585
H: -2.9382 -2.5101 0.1008

Forces on the atoms, in the same order (eV/Å):
O 0.5477 -0.5028 0.3523
C -0.0934 0.0295 0.6858
C 0.0012 -0.0538 0.0769
H -0.2335 -0.0035 -0.1166
C 0.1114 1.1248 0.1774
C -0.2545 0.0869 -0.2664
N 0.3524 -0.1835 0.1712
H -0.3572 -0.1066 0.0330
H -0.0296 -0.0246 -0.0300
H -0.0220 -0.0289 -0.1266
H -0.0755 0.2213 0.0279
N -0.7205 0.1297 0.0593
H -0.0399 -0.0674 -0.2327
H 0.0961 -0.0647 0.0021
N 0.2505 -0.0455 0.4255
C -0.0603 -0.1589 -0.2659
H -0.1856 -0.0554 0.0796
H 0.0125 0.1392 0.2320
H -0.0478 -0.6012 -0.0676
N 0.4813 -0.0115 -0.5737
H -0.0559 0.0650 -0.0439
H -0.3695 -0.0679 -0.3680
H 0.0700 0.0130 0.0493
C -0.2663 0.2117 -0.4191
C 0.3954 0.0578 0.2644
H 0.4930 -0.1026 -0.1261